Formula: C25H29MgN5
Source: the Open Molecules 2025 dataset
Level of theory: ωB97M-V/def2-TZVPD

- Total charge: 0
- E_tot: -1443.9329 hartree
- HOMO level: -0.247 hartree
- Frontier orbital gap: 6.87 eV
- Relative energy (zero: lowest compared OMol25 entry of this formula, charge and spin): 27.22 kcal per mole

Geometry as XYZ:
```
60
Properties=species:S:1:pos:R:3:forces:R:3:lowdin_charge:R:1
Mg -0.4212 0.6779 -0.2795 -0.3762 0.1361 0.0746 0.675
C -1.3661 2.8582 -1.2214 0.6971 0.6453 0.4230 -0.261
C -0.7044 3.4178 -2.3084 0.2255 0.9145 -0.5457 -0.194
C -1.1755 2.7368 -3.4512 0.6910 -0.5069 -0.1164 -0.177
C -2.0976 1.7196 -3.0401 1.7949 1.7881 -0.3335 -0.153
C -2.1924 1.8124 -1.6576 -0.1377 0.2053 0.9484 -0.240
H -1.3567 3.3682 -0.2801 -0.2022 -0.2199 0.7163 0.087
H -0.1480 4.3865 -2.2567 -0.2769 -1.1796 -0.2308 0.099
H -0.7063 2.8752 -4.4343 -0.7095 -0.0318 0.1479 0.078
H -2.6478 1.1806 -3.7383 -0.8757 -1.2907 -0.7615 0.061
H -2.8757 1.4199 -0.9424 -0.8203 -0.7617 0.0131 0.086
C 1.0316 -0.0209 -3.0805 0.6094 -0.0572 1.7629 -0.056
N 1.3643 0.7966 -1.8623 -2.2261 -0.7110 -2.1466 -0.075
C 2.5637 0.5653 -1.1948 1.9080 -0.4501 0.9122 -0.156
C 2.4577 1.1406 0.1896 -1.5973 1.3987 0.6324 -0.277
N 1.3497 1.7539 0.6039 0.6071 0.0600 -0.5250 0.112
C 1.5754 2.1902 1.9147 0.5601 -0.7334 0.1595 -0.205
C 0.7201 2.7911 2.8790 1.3725 -0.7128 -0.2974 0.001
C 1.1792 2.7790 4.1980 -0.0783 -0.3440 -1.7709 -0.074
C 2.4321 2.2422 4.5733 0.4987 0.3146 -1.0103 -0.079
C 3.3412 1.7386 3.6370 -2.3536 0.5647 -1.2534 0.000
C 2.8570 1.7302 2.2884 0.2671 -0.2216 1.3986 -0.170
N 3.3788 1.0918 1.1653 -0.6034 0.4836 -0.0237 0.172
C 0.0849 -1.1244 -2.6619 0.1082 0.4647 -1.0946 -0.299
N -0.5697 -1.1919 -1.5543 -0.1391 0.0942 1.0195 0.134
C -1.4381 -2.3046 -1.6734 0.5193 1.6905 1.0261 -0.195
C -2.4013 -2.7936 -0.8059 -1.1754 -1.5995 -0.6210 0.020
C -3.2083 -3.8468 -1.2969 0.0156 1.1090 1.8811 -0.080
C -2.9933 -4.4535 -2.5168 1.3842 0.6407 -0.2296 -0.103
C -1.9449 -4.0288 -3.3030 1.1771 1.3820 -1.1469 -0.003
C -1.2434 -2.8448 -2.9121 -1.4276 -2.7417 -0.8983 -0.193
N -0.3057 -2.0789 -3.5431 0.6091 0.1255 0.2560 0.179
H 1.9190 -0.4143 -3.5919 0.0359 -0.1250 0.2568 0.129
H 0.5524 0.6357 -3.7829 -0.5427 0.3076 -0.2251 0.108
H 1.1690 1.7435 -2.0986 -0.0864 1.2237 -0.0165 0.093
H 3.5297 0.8517 -1.7147 -0.9154 -0.0401 0.4512 0.152
H 2.5928 -0.4972 -1.0237 0.4665 -0.8197 -0.0959 0.128
H -0.2341 3.2146 2.5888 0.0162 -0.2130 0.1378 0.113
H 0.4434 3.1347 4.8681 -0.1084 0.4166 1.1944 0.089
H 2.7643 2.3225 5.5848 -0.0828 -0.1665 0.6105 0.091
H 4.2547 1.2707 3.9087 0.6908 -0.0983 0.2259 0.093
H 4.2648 0.6896 1.0288 1.1111 -0.3935 0.2482 0.150
H -2.5808 -2.4803 0.2061 0.2224 0.5530 0.0668 0.102
H -4.0129 -4.1987 -0.6351 0.4104 0.0746 -0.4132 0.110
H -3.5687 -5.2760 -2.8158 -0.7462 -1.0311 -0.3602 0.088
H -1.6257 -4.4868 -4.2560 -0.6111 0.0536 0.5744 0.114
H 0.1215 -2.2206 -4.4252 0.1188 -0.2601 -0.6802 0.157
C 0.4281 -2.0902 1.8515 0.6392 0.2906 0.2879 -0.108
C -0.0517 -0.8236 2.5598 0.3934 2.0883 -0.6280 -0.514
C -0.5141 -1.1756 3.9584 -1.4566 -0.4350 0.3503 -0.120
C -1.1112 0.0270 1.6947 2.2531 0.1632 0.3336 -0.204
H 1.3418 -2.4627 2.3667 -0.5252 -0.0100 -0.2959 0.077
H 0.6944 -1.9087 0.7916 -0.3213 -0.1776 0.4335 0.052
H -0.3510 -2.8424 1.9545 -0.0142 -0.3047 -0.3838 0.069
H 0.8781 -0.1768 2.7224 -1.0416 -0.5454 -0.3957 0.111
H -1.4947 -1.6974 3.9037 0.4462 -0.0077 -0.1063 0.080
H -0.7452 -0.3356 4.6296 0.4678 0.0827 -0.3726 0.070
H 0.1703 -1.8601 4.4559 0.2099 0.0033 0.1862 0.063
H -1.3431 0.9690 2.2223 0.0241 -0.2769 0.1551 0.006
H -2.0303 -0.4966 1.6132 -1.0996 -0.8086 0.0946 -0.017
```
Positions in Å, forces in eV/Å.